Entry 1:
45
Properties=species:S:1:pos:R:3:mulliken_charge:R:1 method="wB97M-V/def2-TZVPD" charge=+1 homo_lumo_gap_ev=8.1 homo_ev=-10.3 lumo_ev=-2.15 de_lowest_kj_mol=0.0
C 2.043 -1.480 -3.447 -0.596
H 1.438 -1.851 -4.274 0.219
O 1.199 -0.553 -2.674 -0.404
H -1.138 3.333 0.829 0.341
C -2.003 -3.620 1.265 -0.599
C -0.461 3.111 1.556 -0.957
O -1.093 0.841 -0.942 -0.284
C -1.900 1.777 -1.675 -0.856
H -0.181 4.148 1.819 0.392
H 3.235 4.123 -1.563 0.361
H -1.008 2.730 2.335 0.367
C -1.248 -2.523 0.888 0.650
H -2.474 -0.171 3.051 0.416
C -2.309 -1.089 2.545 -1.347
H -1.092 -0.337 1.029 0.234
H 2.686 3.280 -0.037 0.177
C -1.477 -1.210 1.479 0.469
H -3.711 -4.377 2.431 0.191
H 1.604 2.975 -2.466 0.193
Li 0.848 1.170 -0.600 1.026
H 2.399 -2.225 -2.604 0.216
H -1.288 2.744 -1.722 0.204
O 1.757 2.557 -1.742 -0.414
H 3.264 -1.456 -0.695 0.239
H -2.691 2.070 -1.124 0.451
O 1.648 -0.501 0.212 -0.265
H -0.315 -3.488 -0.628 0.276
O -0.363 -2.717 -0.115 -0.379
H 1.163 -0.920 -1.701 0.288
H 3.567 -0.710 0.881 0.365
H 1.184 2.318 1.903 0.172
O 0.655 2.259 1.277 -0.274
C 2.856 3.111 -1.158 -0.690
H -1.953 -4.665 0.817 0.222
H -4.803 -2.618 3.825 0.359
H -1.568 0.084 -0.504 0.194
H 2.919 -0.949 -3.750 0.272
H 1.198 -1.260 0.603 0.107
H -2.299 1.426 -2.679 0.259
H 3.591 2.362 -1.069 0.282
C -3.144 -2.182 2.900 0.831
C -2.968 -3.519 2.263 -0.752
O -4.136 -1.822 3.628 -0.499
H 3.347 0.435 -0.381 -0.067
C 3.021 -0.613 0.011 -0.394



Entry 2:
47
Properties=species:S:1:pos:R:3:mulliken_charge:R:1 method="wB97M-V/def2-TZVPD" charge=+2 homo_lumo_gap_ev="8.9 / 9.1" s2=6.006 homo_ev="-15.5 / -15.5" multiplicity=5 lumo_ev="-6.60 / -6.43"
C -1.860 -3.474 0.629 -1.128
N 3.077 -2.039 2.481 -0.152
P -1.127 -2.394 -0.652 0.699
H -2.747 -3.013 1.084 0.370
H -3.344 -1.889 -1.575 0.389
H 0.155 3.633 -1.773 0.395
H 3.380 2.246 0.429 0.357
C 1.633 -1.139 4.056 -0.450
H -2.710 -3.456 -2.140 0.386
Cl 1.179 0.464 -2.998 -0.359
Pm 0.042 0.188 -0.791 0.560
H 0.505 -3.190 -2.308 0.387
H 0.761 0.091 2.461 0.103
C 0.058 -3.597 -1.393 -1.166
H 0.777 4.861 -0.610 0.378
C 2.805 -2.095 3.910 -0.493
C -2.449 -2.413 -1.925 -1.162
S 2.394 -0.827 0.142 -0.248
H -3.865 3.181 -4.433 0.325
H -2.136 -1.912 -2.847 0.314
C 2.266 -1.203 1.818 0.359
N 1.385 -0.681 2.699 0.149
H 1.500 4.474 1.781 0.384
H 0.018 3.643 2.342 0.389
H 3.840 -2.540 2.042 0.215
O -3.327 1.295 -2.043 -0.493
Cl -2.078 0.710 -4.248 -0.159
H 2.979 3.929 -0.064 0.442
H -1.144 -3.706 1.430 0.342
H 3.667 -1.774 4.496 0.305
H 1.858 -0.313 4.733 0.314
H -5.154 2.541 -3.401 0.318
C -3.348 1.457 -3.245 0.765
C 1.026 3.494 1.937 -1.206
H -0.483 -4.526 -1.626 0.423
H -2.161 -4.424 0.163 0.373
H 0.768 -1.679 4.442 0.269
H 1.612 2.935 2.676 0.375
C -4.327 2.258 -4.054 -1.069
H 2.566 -3.122 4.190 0.310
H -4.731 1.704 -4.912 0.350
H 0.876 -3.833 -0.701 0.357
C 2.720 2.866 -0.188 -1.170
H -0.846 4.125 -0.388 0.397
H 2.851 2.546 -1.227 0.368
C 0.181 3.945 -0.722 -1.217
P 0.958 2.651 0.322 0.604



Entry 3:
62
Properties=species:S:1:pos:R:3:mulliken_charge:R:1 method="wB97M-V/def2-TZVPD" charge=+1 homo_lumo_gap_ev=4.6 homo_ev=-11.1 lumo_ev=-6.51
N -1.830 0.329 -2.055 -0.450
H -6.110 2.298 -2.024 0.179
H -5.762 4.954 -4.280 0.170
H -1.485 0.338 1.196 0.394
H -3.968 -5.200 5.857 0.193
N 4.857 5.575 -2.011 -0.362
F 1.695 2.453 -0.364 -0.200
C 0.964 1.441 0.426 0.881
C 0.972 1.451 -3.737 0.677
H 5.432 -0.898 -2.312 0.148
O -1.647 -5.583 5.105 -0.714
C 4.466 4.838 -3.067 0.592
H -1.824 -4.307 3.620 0.238
H -2.134 -7.801 7.318 0.165
H -1.823 -0.733 -1.994 0.410
H -4.003 -6.487 7.025 0.179
C 6.898 -1.969 -1.295 0.633
H 0.612 -0.651 -0.324 0.410
N -1.666 -7.258 6.612 -0.423
N -1.318 0.014 0.219 -0.321
H -2.699 -1.711 0.689 0.311
C -2.235 -6.228 5.959 0.662
C -2.053 -2.943 2.151 0.635
N -5.107 4.918 -3.517 -0.407
H -4.398 5.637 -3.444 0.226
N -6.072 3.035 -2.716 -0.364
O 7.718 -2.872 -1.347 -0.646
H 0.266 -0.333 -2.483 0.464
N -2.993 -2.430 1.336 -0.328
H 3.095 3.453 -3.592 0.099
H 1.777 -0.512 1.525 0.369
H 5.640 6.200 -2.151 0.224
N 0.023 1.796 -2.765 -0.488
O 5.014 4.902 -4.156 -0.647
H -6.744 3.037 -3.465 0.177
H -3.957 -2.720 1.339 0.145
C -5.110 3.963 -2.570 0.682
H -4.075 1.428 0.190 0.252
O -0.890 -2.574 2.129 -0.643
F 3.261 0.465 0.157 -0.280
H -0.712 -7.488 6.367 0.223
C -2.262 0.807 -0.685 0.369
F 0.237 2.203 1.504 -0.323
N 6.112 -1.639 -2.335 -0.338
N 3.422 4.025 -2.824 -0.171
N -2.500 -3.894 2.990 -0.316
H -2.936 2.752 -0.375 0.303
H 6.223 -2.177 -3.185 0.207
C 0.040 0.395 -0.403 -0.361
N 6.708 -1.222 -0.192 -0.348
O -4.304 3.941 -1.653 -0.665
H 4.419 5.536 -1.107 0.157
O 2.143 1.339 -4.420 -0.428
C 2.154 0.541 1.183 0.081
H 7.280 -1.437 0.614 0.205
C -0.307 0.559 -1.977 -0.330
H -3.454 -4.211 3.022 0.128
H 6.039 -0.473 -0.130 0.155
N -3.503 -5.967 6.324 -0.366
H 2.958 3.959 -1.934 0.118
N -3.192 1.732 -0.275 -0.271
F 2.646 1.404 2.310 -0.267



Entry 4:
57
Properties=species:S:1:pos:R:3:mulliken_charge:R:1 method="wB97M-V/def2-TZVPD" homo_lumo_gap_ev=9.8 homo_ev=-9.6 lumo_ev=0.17 smiles="N#C[C@H](F)[C@@H](C#N)CCO.NC(N)=O.NC(N)=O.NC(N)=O.NC(N)=O.NC(N)=O"
O 2.316 -4.881 -7.150 -0.651
C 1.940 -3.914 -6.503 0.601
H -4.017 3.395 4.900 0.163
N -1.262 1.926 10.270 -0.386
N 3.377 4.240 5.827 -0.410
O -2.749 1.655 8.585 -0.665
H -1.989 1.738 10.942 0.225
C -0.015 0.285 0.673 -0.492
N -3.686 2.606 4.373 -0.404
H 0.536 -4.183 -9.497 0.185
N -0.598 2.156 8.100 -0.190
H -4.348 2.056 3.850 0.229
H -1.338 0.003 2.097 0.422
H -0.024 -4.084 -6.968 0.171
C 0.099 0.533 -3.399 0.237
N -1.039 -6.883 -10.140 -0.418
C -2.390 2.227 4.319 0.653
N 2.790 -3.139 -5.785 -0.343
O -1.191 -5.526 -8.337 -0.676
N 0.643 -3.532 -6.446 -0.220
O 1.752 2.785 6.428 -0.635
H -0.642 -7.116 -11.032 0.153
H 3.766 -3.391 -5.802 0.208
C -0.692 -5.788 -9.423 0.690
H -0.783 -0.987 -1.022 0.271
H 2.502 -2.342 -5.247 0.136
H 1.425 0.265 -1.625 0.347
C 2.512 3.229 5.578 0.672
C 0.408 0.780 -1.841 0.070
H 3.170 3.097 3.601 0.165
H 0.344 2.357 8.387 0.147
N 2.554 2.747 4.313 -0.356
N 0.649 3.547 -1.432 -0.456
H -1.738 -7.489 -9.743 0.218
H 1.112 0.028 0.567 0.270
H 0.820 1.205 -4.013 0.357
H -0.565 2.747 5.023 0.107
N 0.250 -5.007 -10.001 -0.339
H 4.009 4.617 5.144 0.162
C -1.428 0.848 -3.786 0.028
C 0.645 2.346 -1.628 0.053
N -1.542 2.999 5.039 -0.366
C -1.610 1.897 8.960 0.589
H 3.376 4.626 6.758 0.224
H -0.122 1.379 1.053 0.280
C -0.664 0.146 -0.823 -0.436
O -2.011 1.261 3.670 -0.705
H -1.832 3.795 5.578 0.173
H -0.334 2.122 10.598 0.163
H -1.676 0.699 -0.828 0.302
H -0.816 2.143 7.116 0.190
H 1.924 1.992 4.088 0.199
F 0.392 -0.837 -3.822 -0.274
H 0.671 -5.206 -10.890 0.167
N -2.468 1.159 -4.310 -0.415
H 0.316 -2.741 -5.920 0.117
O -0.728 -0.590 1.578 -0.506



Entry 5:
40
Properties=species:S:1:pos:R:3:mulliken_charge:R:1 method="wB97M-V/def2-TZVPD" homo_lumo_gap_ev=9.9 homo_ev=-8.9 lumo_ev=0.96 smiles=CCC[Si](CC)(CCC)CCCN
H -1.663 -2.504 -1.979 0.365
C -1.379 -2.732 -0.997 -1.374
N 2.985 1.009 2.649 -0.466
H -0.995 -1.350 2.396 0.138
H -0.693 1.486 -4.783 0.319
H 3.596 1.440 3.321 0.205
C 0.346 0.822 -2.944 -0.217
C -0.187 -1.917 -0.590 -0.202
C 3.415 0.764 1.265 -0.905
C 2.325 0.051 0.415 -0.492
Si -0.387 -0.097 -0.335 -0.483
H 1.038 1.900 -4.689 0.392
H -0.100 2.731 -3.629 0.352
H 3.427 1.779 0.904 0.326
C -1.757 0.131 0.931 -0.989
H 0.700 0.856 1.505 0.316
H 4.414 0.348 1.188 0.361
C -2.930 -0.595 2.992 -1.335
H -2.243 -2.506 -0.354 0.251
C -1.552 -0.370 2.418 -0.076
H -0.901 1.923 -1.690 0.416
H 2.660 -0.206 -0.636 0.249
H -2.651 -0.385 0.596 0.479
H -3.491 0.311 3.007 0.337
H 0.715 -2.115 -1.170 0.496
C 0.111 1.824 -4.134 -1.366
H -1.842 0.629 -2.249 0.481
H -3.485 -1.289 2.317 0.303
H -1.220 -3.837 -0.886 0.350
H 2.508 0.102 3.044 0.176
H -2.992 -1.093 3.974 0.370
C 0.997 0.765 0.434 -0.441
C -0.813 0.868 -1.931 -0.814
H 0.461 -0.173 -3.272 0.413
H -2.081 1.162 0.899 0.506
H 1.272 1.173 -2.396 0.098
H 0.101 -2.135 0.428 0.292
H 0.992 1.793 0.125 0.531
H -0.857 0.339 2.954 0.330
H 2.155 -0.903 0.901 0.307



no.,E_tot (eV)
1,-26356.896
2,-87874.753
3,-55851.040
4,-44730.984
5,-21212.365